A structure of composition C19H29As2F6GaN4O4S2. Source: the OMol25 dataset; level of theory: ωB97M-V/def2-TZVPD.

Each line ends with the Mulliken charge.
Element x y z (Å)
Ga -0.484 0.970 -0.211  -0.34
F 2.228 3.297 -4.076  -0.17
C 2.030 2.467 -3.085  0.66
F 3.172 2.177 -2.477  -0.21
F 1.466 1.345 -3.528  -0.21
S 0.909 3.240 -1.839  1.23
O 0.874 2.195 -0.740  -0.63
O 1.461 4.466 -1.415  -0.56
N -0.414 3.294 -2.639  -0.53
S -1.869 2.914 -2.270  1.07
O -2.707 2.723 -3.385  -0.57
O -1.897 1.818 -1.249  -0.70
C -2.472 4.357 -1.276  0.73
F -1.639 4.499 -0.232  -0.21
F -3.686 4.097 -0.826  -0.18
F -2.463 5.443 -2.005  -0.18
C 2.560 0.063 3.512  -1.18
As 1.447 -0.441 1.993  0.64
C 2.252 -2.160 1.553  -1.43
C -0.161 -1.034 2.928  0.26
C -0.225 -2.252 3.595  -0.39
C -1.374 -2.633 4.274  -0.90
C -2.483 -1.803 4.295  -0.78
C -2.445 -0.583 3.637  -0.65
C -1.291 -0.203 2.959  0.15
As -1.271 1.468 2.018  0.80
C -3.054 2.199 2.046  -1.31
C -0.167 2.782 2.894  -1.02
H 2.610 -0.760 4.223  0.41
H 2.144 0.938 4.008  0.39
H 3.562 0.302 3.158  0.46
H 2.445 -2.739 2.453  0.56
H 3.199 -1.978 1.051  0.38
H 1.594 -2.725 0.893  0.38
H 0.630 -2.915 3.599  0.36
H -1.401 -3.583 4.792  0.44
H -3.378 -2.100 4.825  0.44
H -3.319 0.055 3.660  0.41
H -3.737 1.571 1.479  0.44
H -3.013 3.193 1.608  0.38
H -3.393 2.284 3.078  0.55
H -0.428 2.795 3.951  0.42
H -0.383 3.751 2.446  0.47
H 0.887 2.544 2.765  0.28
C 2.714 -2.008 -3.411  -0.67
C 3.108 -1.266 -2.155  -0.66
N 1.899 -0.811 -1.460  0.23
C 0.671 -1.313 -1.638  0.30
N -0.365 -0.726 -1.002  0.86
C -1.667 -1.429 -0.997  -0.50
C -1.939 -2.018 -2.362  -0.82
C -0.816 -2.977 -2.693  -0.62
N 0.498 -2.369 -2.433  0.20
C 1.656 -3.031 -3.055  -0.68
H 3.583 -2.502 -3.841  0.42
H 2.319 -1.316 -4.157  0.25
H 3.721 -0.394 -2.374  0.38
H 3.679 -1.922 -1.494  0.37
H 2.016 -0.097 -0.758  0.03
H -2.446 -0.707 -0.735  0.53
H -1.664 -2.206 -0.226  0.15
H -1.994 -1.217 -3.104  0.28
H -2.889 -2.549 -2.372  0.42
H -0.841 -3.256 -3.745  0.47
H -0.900 -3.893 -2.103  0.29
H 1.290 -3.537 -3.945  0.43
H 2.052 -3.792 -2.378  0.23

For the HOMO energy, the calculation gives -14.82 eV. For the energy above the lowest of the compared OMol25 structures with the same formula, charge and spin, the calculation gives 5.8 kcal per mole. The value obtained for the HOMO-LUMO gap is 9.7 eV. The charge is +2. The value obtained for the total energy is -9052.815462 Ha. Its strongest force on any atom is 0.38 eV Å⁻¹.

=====

A cluster of 2 separate species, C5H10O in total. Source: the OMol25 dataset; level of theory: ωB97M-V/def2-TZVPD.

Each line ends with the Mulliken charge.
Element x y z (Å)
C -1.016 -0.371 1.256  -1.27
C 0.048 0.501 0.740  0.58
C 1.310 0.805 0.707  -0.63
C 0.338 1.948 0.569  -0.44
H -1.123 -0.015 2.288  0.40
H -1.979 -0.265 0.747  0.25
H -0.720 -1.424 1.276  0.29
H 2.288 0.495 1.035  0.35
H 0.162 2.482 -0.376  0.17
H 0.136 2.544 1.461  0.23
C -0.024 -1.448 -1.695  -0.63
O -0.103 -0.047 -1.613  -0.49
H 0.384 -1.730 -2.674  0.29
H 0.605 -1.884 -0.897  0.27
H -1.043 -1.840 -1.585  0.22
H 0.739 0.251 -1.240  0.39

For the HOMO energy, the calculation gives -8.82 eV. For the energy above the lowest of the compared OMol25 structures with the same formula, charge and spin, the calculation gives 82.9 kcal per mole. The value obtained for the HOMO-LUMO gap is 9.8 eV. As for the SMILES: CC1=CC1.CO. The value obtained for the total energy is -271.620547 Ha. Its strongest force on any atom is 0.63 eV Å⁻¹.

=====

A cluster of 2 separate species, C10H11FO in total. Source: the OMol25 dataset; level of theory: ωB97M-V/def2-TZVPD.

Each line ends with the Mulliken spin population.
Element x y z (Å)
C 3.198 2.445 0.150  0.26
C 2.364 2.819 -0.896  -0.14
C 2.635 1.720 1.167  -0.09
C 1.153 2.201 -1.104  0.25
C 1.434 1.200 1.129  0.17
C 0.593 1.356 -0.073  -0.12
C -0.586 0.596 -0.109  0.42
C -1.751 -2.519 1.637  0.87
C -1.066 -1.790 2.421  -0.02
C -2.814 0.265 -0.863  0.01
O -1.448 0.697 -1.193  0.07
F -1.692 -3.808 1.238  0.06
H 4.211 2.803 0.219  0.02
H 2.562 3.525 -1.794  0.00
H 3.123 1.653 2.182  0.00
H 0.634 2.287 -2.056  0.02
H 1.072 0.556 1.973  0.01
H -0.418 -2.362 3.129  0.06
H -1.214 -0.816 2.734  0.03
H -0.889 0.041 0.737  0.11
H -3.455 1.171 -0.786  0.00
H -3.033 -0.468 -0.046  0.00
H -3.195 -0.210 -1.725  0.00

For the HOMO energy (spin up / spin down), the calculation gives -6.56 / -9.12 eV. As for the expectation value of S²: 2.052. For the energy above the lowest of the compared OMol25 structures with the same formula, charge and spin, the calculation gives 8.3 kcal per mole. The value obtained for the HOMO-LUMO gap (spin up / spin down) is 7.5 / 8.2 eV. Its multiplicity is 3. The value obtained for the total energy is -562.520750 Ha. Its strongest force on any atom is 4.82 eV Å⁻¹.

=====

A structure of composition C12H48AlN24O16P. Source: the OMol25 dataset; level of theory: ωB97M-V/def2-TZVPD.

Each line ends with the Mulliken charge.
Element x y z (Å)
Al 1.052 -2.861 1.415  1.55
P 0.141 -0.191 -0.018  -2.35
O -0.263 -1.471 -0.726  1.54
O -0.266 1.179 -0.672  1.29
O 1.688 -0.282 0.175  0.67
O -0.515 -0.409 1.417  0.78
C -2.400 -3.861 -0.496  0.07
O -1.482 -4.105 0.323  -0.55
N -2.470 -2.803 -1.190  -0.10
N -3.554 -4.459 -0.569  -0.34
H -3.235 -2.644 -1.830  0.27
H -1.594 -2.302 -1.147  0.14
H -4.178 -4.181 -1.313  0.15
H -3.630 -5.319 -0.044  0.30
C 2.529 3.237 -0.766  0.38
O 3.021 4.182 -1.303  -0.76
N 1.283 3.193 -0.450  0.25
N 3.039 2.089 -0.601  0.23
H 0.745 4.029 -0.629  0.20
H 0.847 2.301 -0.264  -0.13
H 3.975 1.880 -0.917  0.20
H 2.497 1.333 -0.206  -0.62
C -3.796 -1.176 2.245  0.26
O -4.992 -1.348 2.396  -0.75
N -3.292 -0.006 2.143  -0.08
N -2.879 -2.056 1.909  0.05
H -2.334 0.227 1.926  0.63
H -3.941 0.726 2.392  0.27
H -2.089 -1.598 1.478  -0.39
H -3.049 -2.958 1.487  0.26
C -0.174 -1.424 5.054  0.58
O 0.400 -2.430 4.611  -0.54
N -0.821 -0.489 4.412  -0.08
N -0.357 -1.212 6.355  -0.42
H -1.373 0.098 5.020  0.29
H -0.742 -0.433 3.407  -0.55
H -0.956 -0.482 6.715  0.13
H 0.192 -1.765 6.998  0.26
C -0.790 0.685 -4.094  0.32
O -1.118 0.760 -5.238  -0.73
N -0.932 -0.427 -3.356  0.06
N -0.251 1.684 -3.449  0.06
H -0.606 -0.583 -2.414  -0.74
H -1.164 -1.270 -3.862  0.14
H 0.141 2.503 -3.892  0.27
H -0.121 1.538 -2.458  -0.76
C 4.795 -2.039 0.222  0.70
O 4.059 -2.991 0.488  -0.54
N 6.037 -2.173 -0.069  -0.40
N 4.381 -0.834 0.102  0.04
H 6.520 -1.363 -0.431  0.13
H 6.482 -3.080 -0.043  0.26
H 3.384 -0.711 -0.008  -0.53
H 4.974 -0.031 0.256  0.31
C -1.831 5.324 -1.120  0.77
O -0.880 5.439 -0.435  -0.71
N -1.996 4.202 -1.814  -0.26
N -2.797 6.111 -1.133  -0.45
H -1.272 3.498 -1.847  -0.08
H -2.773 4.267 -2.455  0.21
H -3.655 5.883 -1.615  0.15
H -2.613 7.047 -0.801  0.27
C 3.008 -0.957 -3.515  0.36
O 3.390 -0.663 -4.660  -0.79
N 3.323 -2.045 -2.879  0.03
N 2.386 -0.093 -2.755  0.37
H 3.844 -2.736 -3.398  0.23
H 2.952 -2.223 -1.957  -0.17
H 2.177 0.798 -3.182  0.22
H 2.321 -0.157 -1.749  -0.48
C 0.921 -4.432 -2.207  0.65
O 1.418 -4.486 -1.105  -0.49
N 0.114 -3.435 -2.406  0.28
N 1.247 -5.221 -3.142  -0.40
H -0.259 -3.335 -3.340  0.15
H 0.063 -2.621 -1.811  -0.44
H 0.620 -5.212 -3.934  0.16
H 2.086 -5.762 -2.988  0.30
C 3.019 0.121 3.403  0.41
O 2.905 -1.112 3.201  -0.49
N 3.689 0.701 4.383  -0.37
N 2.401 0.914 2.577  0.08
H 4.046 0.084 5.098  0.31
H 3.636 1.709 4.423  0.16
H 2.026 0.571 1.705  -0.46
H 2.803 1.838 2.494  0.36
C -4.247 1.320 -1.083  0.03
O -5.181 1.362 -1.837  -0.75
N -4.178 1.852 0.052  0.02
N -3.085 0.733 -1.362  0.15
H -5.062 2.291 0.263  0.27
H -3.320 2.274 0.380  0.32
H -3.034 0.219 -2.230  0.14
H -2.316 0.751 -0.707  -0.41
C -1.191 3.101 2.101  0.72
O -1.464 4.132 2.716  -0.81
N -1.473 2.881 0.854  0.31
N -0.680 2.088 2.688  0.59
H -1.101 2.032 0.452  -0.63
H -1.606 3.771 0.395  -0.17
H -0.510 2.040 3.683  0.21
H -0.692 1.262 2.107  -1.51

For the HOMO energy, the calculation gives -8.99 eV. For the energy above the lowest of the compared OMol25 structures with the same formula, charge and spin, the calculation gives 0.0 kcal per mole. The value obtained for the HOMO-LUMO gap is 2.4 eV. The value obtained for the total energy is -3588.051234 Ha. Its strongest force on any atom is 7.78 eV Å⁻¹.

=====

An isolated molecule of C2H3N3O. Source: the OMol25 dataset; level of theory: ωB97M-V/def2-TZVPD.

Each line ends with the Mulliken charge.
Element x y z (Å)
O 1.974 0.185 -0.215  -0.50
C 0.665 -0.008 -0.023  0.64
C -0.293 1.037 0.149  -0.28
N -1.450 0.491 0.354  -0.44
N -1.238 -0.849 0.315  0.04
N 0.068 -1.168 0.015  -0.52
H 2.399 -0.683 -0.257  0.37
H -0.191 2.101 0.036  0.42
H -1.933 -1.106 -0.375  0.28

For the HOMO energy, the calculation gives -9.81 eV. For the energy above the lowest of the compared OMol25 structures with the same formula, charge and spin, the calculation gives 35.9 kcal per mole. The value obtained for the HOMO-LUMO gap is 10.6 eV. As for the SMILES: Oc1cn[nH]n1. The value obtained for the total energy is -317.475189 Ha. Its strongest force on any atom is 1.40 eV Å⁻¹.

=====

An isolated molecule of C22H18N4O7. Source: the OMol25 dataset; level of theory: ωB97M-V/def2-TZVPD.

Each line ends with the Mulliken charge.
Element x y z (Å)
C -4.005 -3.274 1.269  -1.31
C -4.068 -2.466 0.010  0.57
C -4.087 -3.061 -1.240  -0.53
C -4.140 -2.300 -2.396  -0.69
C -4.172 -0.923 -2.307  -0.78
C -4.154 -0.302 -1.068  -0.62
C -4.106 -1.068 0.086  1.15
O -4.076 -0.543 1.363  -0.55
C -4.309 0.833 1.519  -0.66
C -3.140 1.726 1.084  0.71
O -3.296 2.887 0.776  -0.63
N -1.950 1.067 1.139  0.32
N -0.697 1.482 0.861  -0.80
C -0.434 2.644 0.407  -0.92
C 0.944 3.006 0.128  0.77
C 1.240 4.248 -0.434  -0.78
C 2.549 4.595 -0.712  -0.64
C 3.581 3.712 -0.450  -0.81
C 3.286 2.469 0.098  0.00
O 4.352 1.642 0.415  -0.41
C 4.290 0.314 0.303  0.58
C 5.114 -0.411 1.183  -0.77
C 5.115 -1.782 1.197  -0.45
C 4.269 -2.481 0.335  -0.42
N 4.243 -3.923 0.369  1.02
O 4.978 -4.472 1.160  -0.63
O 3.490 -4.487 -0.392  -0.61
C 3.469 -1.801 -0.566  -0.33
C 3.498 -0.415 -0.608  0.27
N 2.760 0.215 -1.681  1.21
O 3.248 1.211 -2.170  -0.59
O 1.737 -0.316 -2.042  -0.64
C 1.983 2.118 0.404  0.39
H -4.139 -4.331 1.055  0.40
H -4.776 -2.947 1.964  0.30
H -3.042 -3.135 1.759  0.28
H -4.060 -4.139 -1.306  0.36
H -4.155 -2.784 -3.361  0.39
H -4.209 -0.318 -3.200  0.40
H -4.169 0.776 -1.021  0.37
H -4.460 0.985 2.593  0.38
H -5.214 1.162 0.995  0.39
H -1.980 0.094 1.427  0.31
H -1.186 3.401 0.200  0.53
H 0.437 4.935 -0.654  0.42
H 2.771 5.558 -1.146  0.42
H 4.605 3.958 -0.675  0.48
H 5.739 0.154 1.855  0.48
H 5.747 -2.336 1.875  0.50
H 2.837 -2.344 -1.255  0.59
H 1.743 1.167 0.857  0.57

For the HOMO energy, the calculation gives -8.73 eV. The value obtained for the HOMO-LUMO gap is 7.9 eV. As for the SMILES: Cc1ccccc1OCC(=O)N/N=C/c1cccc(Oc2ccc([N+](=O)[O-])cc2[N+](=O)[O-])c1. The value obtained for the total energy is -1594.642265 Ha. Its strongest force on any atom is 1.31 eV Å⁻¹.